# 1
C14H17N3O3S | wB97M-V/def2-TZVPD

## Properties
Total charge   0
HOMO energy   -8.1755 eV
SMILES string   CCCCOC(=O)Nc1nnc(-c2ccccc2OC)s1
LUMO level   0.397 eV

Last column: Löwdin charge in e.
Positions of all 38 atoms, in Å:
C -7.500 -0.306 -0.232  -0.1128
C -6.457 0.728 -0.641  -0.2595
C -5.039 0.161 -0.710  -0.1857
C -4.500 -0.237 0.661  -0.1714
O -3.162 -0.733 0.572  0.0021
C -2.188 0.199 0.521  -0.5501
O -2.348 1.380 0.577  0.1398
N -0.982 -0.463 0.408  0.1159
C 0.253 0.116 0.330  -0.5856
N 0.509 1.377 0.334  0.0274
N 1.795 1.653 0.245  0.0098
C 2.576 0.628 0.169  -0.4925
C 4.010 0.720 0.066  -0.1491
C 4.606 1.982 0.042  -0.0171
C 5.975 2.113 -0.056  -0.0830
C 6.769 0.980 -0.131  -0.0784
C 6.200 -0.281 -0.109  -0.0202
C 4.821 -0.429 -0.011  -0.2358
O 4.177 -1.624 0.016  -0.1997
C 4.924 -2.814 -0.053  -0.0702
S 1.694 -0.899 0.206  1.1402
H -8.497 0.123 -0.295  0.0685
H -7.342 -0.642 0.789  0.0639
H -7.459 -1.171 -0.891  0.0739
H -6.715 1.119 -1.627  0.1059
H -6.474 1.563 0.062  0.1099
H -4.372 0.918 -1.127  0.1146
H -5.019 -0.711 -1.368  0.1183
H -4.515 0.627 1.334  0.1325
H -5.070 -1.060 1.094  0.1240
H -1.025 -1.472 0.385  0.1442
H 3.960 2.842 0.102  0.1126
H 6.426 3.093 -0.074  0.1023
H 7.842 1.072 -0.207  0.1046
H 6.839 -1.148 -0.169  0.1028
H 4.193 -3.620 -0.014  0.0965
H 5.486 -2.880 -0.990  0.1006
H 5.610 -2.906 0.794  0.1008

# 2
C14H17N4O8SV | wB97M-V/def2-TZVPD

## Properties
Total charge   +2
Expectation value of S²   2.010
HOMO energy (alpha / beta)   -15.2066 / -15.2165 eV
Spin multiplicity   3
LUMO level (alpha / beta)   -7.076 / -7.098 eV

Last column: Löwdin spin population.
Positions of all 45 atoms, in Å:
V -0.780 0.435 -0.375  1.8914
C 1.923 2.458 1.480  0.0018
C 0.502 2.848 1.307  0.0146
N -0.440 2.150 0.680  0.0074
C -1.616 2.884 0.765  0.0089
C -1.379 4.024 1.457  0.0017
N -0.049 3.976 1.783  0.0078
C -2.189 5.208 1.886  0.0002
O -3.466 5.210 1.567  -0.0003
O -1.641 6.056 2.532  0.0005
C -2.817 2.296 0.130  0.0056
O -3.893 2.832 0.142  0.0013
O -2.526 1.139 -0.454  0.0183
H 2.185 1.683 0.762  0.0002
H 2.096 2.079 2.489  0.0007
H 2.580 3.312 1.327  0.0003
H 0.402 4.723 2.301  0.0000
H -3.741 4.418 1.055  0.0000
O -1.045 1.844 -3.446  0.0068
C -0.824 1.397 -2.447  0.0067
O 0.299 -1.143 -1.516  0.0305
O 0.963 -0.253 -0.563  -0.0335
C 1.010 -3.560 -4.271  0.0001
N 2.105 -3.415 -3.301  0.0008
C 3.429 -3.594 -3.590  0.0007
C 4.135 -3.347 -2.451  0.0008
N 3.219 -3.020 -1.499  0.0006
C 1.981 -3.058 -2.015  0.0004
S 0.509 -2.749 -1.141  0.0060
H 1.344 -4.226 -5.060  0.0000
H 0.764 -2.587 -4.688  0.0000
H 0.144 -3.987 -3.775  0.0000
H 3.766 -3.887 -4.570  0.0000
H 5.193 -3.387 -2.257  0.0000
H 3.418 -2.785 -0.536  0.0000
C -2.462 -2.490 2.398  0.0002
C -1.541 -1.374 2.075  0.0074
C -0.634 -0.841 3.127  0.0015
O -1.571 -0.867 0.945  0.0088
H -3.041 -2.228 3.287  0.0002
H -1.877 -3.373 2.669  0.0003
H -3.126 -2.710 1.567  0.0000
H -0.261 -1.638 3.768  0.0003
H -1.229 -0.178 3.764  0.0003
H 0.186 -0.272 2.693  0.0004

# 3
C14H17NNiO2 | wB97M-V/def2-TZVPD

## Properties
Total charge   0
Expectation value of S²   2.007
HOMO energy (alpha / beta)   -7.7794 / -8.9515 eV
Spin multiplicity   3
LUMO level (alpha / beta)   0.076 / -0.482 eV

Last column: Löwdin spin population.
Positions of all 35 atoms, in Å:
C 0.428 -0.581 -3.020  0.0634
C -1.351 -2.992 -2.510  0.0133
C 1.442 -1.449 -2.298  0.1978
H 0.987 0.202 -3.510  0.0067
C -0.501 -3.535 -1.630  0.0087
H -2.427 -2.962 -2.281  0.0004
H 2.443 -0.951 -2.280  0.0162
H -0.834 -3.828 -0.623  0.0001
C 1.669 -2.875 -2.784  0.0293
H 2.766 -3.027 -2.771  0.0009
H 1.335 -2.975 -3.826  0.0043
C -0.543 -1.116 -4.098  0.0087
H -0.160 -0.975 -5.121  0.0026
H -1.412 -0.443 -4.084  -0.0004
C -1.076 -2.542 -3.927  0.0019
H -0.411 -3.211 -4.496  0.0006
H -2.060 -2.582 -4.432  0.0002
C 0.958 -3.857 -1.859  0.0120
H 1.115 -4.886 -2.214  0.0004
H 1.470 -3.779 -0.891  0.0010
Ni 0.745 -0.722 -0.631  1.5047
H -0.164 -0.062 -2.252  0.0236
O 1.457 -0.944 3.363  0.0062
C 1.229 -0.590 2.202  0.0070
O 1.135 -1.330 1.140  0.0663
C 0.945 0.863 1.982  0.0021
C 0.999 1.854 2.984  0.0002
C 0.595 3.148 2.688  0.0005
C 0.119 3.398 1.386  0.0003
C 0.118 2.352 0.445  0.0020
N 0.546 1.096 0.717  0.0186
H 1.374 1.550 3.956  0.0002
H 0.698 3.949 3.412  0.0000
H -0.287 4.378 1.126  0.0001
H -0.262 2.565 -0.568  0.0000

# 4
C14H17NS2 | wB97M-V/def2-TZVPD

## Properties
Total charge   0
HOMO energy   -6.1178 eV
LUMO level   -2.199 eV

Last column: Löwdin charge in e.
Positions of all 34 atoms, in Å:
C 2.875 -0.959 -0.280  -0.1023
N 2.181 -0.060 0.631  -0.3135
C 2.563 1.332 0.477  -0.1303
C 1.089 -0.428 1.388  -1.3191
S 0.774 -2.050 1.736  0.5261
S 0.044 0.772 1.940  0.4965
H 2.608 -1.998 -0.095  0.0274
H 2.658 -0.708 -1.329  0.0873
H 3.957 -0.812 -0.143  0.0824
H 2.170 1.914 1.313  0.0245
H 3.657 1.385 0.449  0.0798
H 2.183 1.762 -0.458  0.0878
C -0.931 -3.283 4.305  -0.1572
C -1.916 -4.389 3.724  -0.1354
C -3.140 -3.613 3.357  0.0226
C -2.954 -2.260 3.558  0.0027
C -1.691 -2.010 4.158  -0.1173
C -1.341 -0.772 4.792  -0.1970
C -2.180 0.369 4.681  -0.0269
C -1.850 1.557 5.313  -0.0652
C -0.684 1.658 6.092  -0.0406
C 0.110 0.516 6.281  -0.0595
C -0.199 -0.683 5.643  0.0111
H -0.731 -3.536 5.360  0.1297
H 0.051 -3.232 3.810  0.0393
H -1.467 -4.917 2.866  0.1291
H -2.087 -5.147 4.503  0.1193
H -4.051 -4.087 3.008  0.1180
H -3.670 -1.464 3.357  0.1159
H -3.093 0.289 4.085  0.1094
H -2.502 2.420 5.203  0.1097
H -0.419 2.600 6.574  0.1118
H 0.987 0.550 6.938  0.1117
H 0.409 -1.585 5.798  0.1223

# 5
C14H18BeCl2N2O9P2 | wB97M-V/def2-TZVPD

## Properties
Total charge   0
HOMO energy   -7.4862 eV
LUMO level   0.387 eV

Last column: Löwdin charge in e.
Positions of all 48 atoms, in Å:
Be 0.371 -0.368 0.408  0.0593
C 3.146 -0.829 3.255  -0.0450
C 2.741 0.542 2.736  -0.5809
O 3.422 1.555 3.482  -0.0451
P 0.954 0.856 2.952  0.5207
O 0.768 2.362 2.517  -0.1088
O 0.604 0.852 4.492  -0.0623
O 0.129 -0.139 2.214  -0.1827
P 2.942 0.732 0.920  0.3861
O 4.432 0.237 0.653  -0.0860
O 2.727 2.181 0.636  -0.2831
O 1.978 -0.287 0.338  -0.1998
H 2.881 -0.939 4.307  0.0871
H 4.225 -0.936 3.149  0.0900
H 2.652 -1.616 2.687  0.0935
H 3.542 2.319 2.900  0.0913
H 1.301 2.570 1.710  0.0592
H 1.157 1.469 4.990  0.1019
H 4.783 0.535 -0.195  0.0942
Cl -2.293 -3.986 0.319  0.6896
C -1.662 -3.250 -1.123  -0.5789
C -2.044 -3.776 -2.372  -0.1309
C -1.587 -3.226 -3.528  -0.6119
Cl -2.080 -3.904 -5.058  0.6718
C -0.721 -2.104 -3.498  -0.1735
C -0.196 -1.454 -4.637  -0.0288
C 0.627 -0.378 -4.479  -0.0493
C 0.934 0.062 -3.173  -0.1132
N 0.468 -0.517 -2.101  0.1264
C -0.347 -1.589 -2.241  -0.1296
C -0.808 -2.171 -1.007  -0.3279
O -0.442 -1.685 0.146  -0.0735
H -2.709 -4.628 -2.401  0.1040
H -0.452 -1.820 -5.622  0.0899
H 1.043 0.137 -5.334  0.1020
H 1.580 0.921 -3.017  0.1140
C -4.113 1.458 0.857  -0.0214
N -2.758 1.745 0.395  -0.1475
C -2.347 3.079 -0.024  -0.0100
C -1.849 0.783 0.415  -0.2352
O -0.678 0.966 0.048  0.0266
H -4.723 2.347 0.720  0.0853
H -4.125 1.193 1.914  0.0958
H -4.558 0.648 0.281  0.0956
H -3.223 3.719 -0.062  0.0865
H -1.883 3.038 -1.008  0.0981
H -1.621 3.495 0.677  0.0957
H -2.185 -0.198 0.762  0.1607

# 6
C14H18ClN2 | wB97M-V/def2-TZVPD

## Properties
Total charge   +1
HOMO energy   -10.6106 eV
SMILES string   CC[C@H](Cl)n1c[nH+]c(CCc2ccccc2)c1
LUMO level   -4.139 eV

Last column: Löwdin charge in e.
Positions of all 35 atoms, in Å:
C -3.401 0.763 4.232  -0.1357
C -3.514 1.651 2.851  -0.2442
C -2.202 2.612 2.642  -0.5697
Cl -2.555 3.781 1.206  0.5760
N -0.938 1.850 2.312  -0.0827
C 0.104 1.172 3.176  0.0547
N 1.262 0.507 2.407  0.0831
C 1.005 0.776 0.926  -0.0710
C 1.930 0.327 -0.394  -0.1327
C 1.376 -1.149 -0.844  -0.2106
C 1.584 -1.507 -2.437  -0.1449
C 1.867 -0.371 -3.628  -0.0226
C 2.023 -0.957 -5.186  -0.0624
C 1.910 -2.565 -5.541  -0.0611
C 1.629 -3.710 -4.355  -0.0512
C 1.457 -3.128 -2.830  -0.0422
C -0.414 1.603 0.914  0.0264
H -2.912 -0.301 4.082  0.0881
H -2.837 1.369 5.083  0.0865
H -4.494 0.584 4.620  0.0914
H -3.736 0.964 1.926  0.1290
H -4.445 2.383 2.978  0.1315
H -2.107 3.310 3.597  0.1512
H -0.016 1.199 4.362  0.1693
H 2.084 -0.032 2.814  0.1766
H 1.871 1.152 -1.226  0.1090
H 3.075 0.220 -0.089  0.1392
H 1.986 -1.957 -0.219  0.1274
H 0.235 -1.241 -0.585  0.1190
H 1.956 0.783 -3.373  0.0757
H 2.223 -0.238 -6.109  0.0896
H 2.040 -2.990 -6.635  0.0875
H 1.542 -4.858 -4.577  0.0891
H 1.263 -3.912 -1.953  0.0940
H -0.850 1.907 -0.146  0.1367